Entry 1:
# C3H8BNOS

A cluster of 2 separate species, C3H8BNOS in total in a non-equilibrium geometry (wB97M-V/def2-TZVPD, the OMol25 dataset).

```
15
Properties=species:S:1:pos:R:3:forces:R:3:mulliken_charge:R:1
B 1.8710 -0.4448 -0.3613 -2.2 3.1 -0.2 0.04
C -1.7393 -0.9580 0.6810 -0.5 -1.9 2.2 -0.32
C -1.0476 1.1569 -0.4728 0.0 2.5 0.0 -0.16
C -0.9110 0.1792 0.6318 3.3 -0.3 -1.9 0.07
N 0.7664 -1.1112 -0.0325 -2.8 1.0 1.3 -0.27
O -1.2373 2.5392 0.0194 2.5 -1.0 -1.0 -0.53
S -2.8832 -1.4342 -0.3731 0.4 0.1 0.5 -0.22
H 2.8052 -0.8705 -0.7153 2.9 -1.7 -0.8 -0.07
H 1.7415 0.7847 -0.5353 0.2 -0.7 0.4 -0.10
H -1.4649 -1.5261 1.6479 -0.9 0.2 -1.6 0.29
H -0.0605 1.2766 -1.0060 -1.2 -0.6 0.1 0.05
H -1.9706 1.0104 -1.0636 1.1 -0.7 -0.3 0.29
H -0.2970 0.4762 1.4894 -0.6 0.0 -0.2 0.40
H 0.4669 -2.0512 0.1394 0.1 -0.2 0.0 0.23
H -2.0213 2.5374 0.5000 -2.2 0.2 1.3 0.28
```
Forces are in eV/Å.

Computed properties:
Maximum force (eV/Å): 3.79
ΔE to the lowest compared entry with this formula, charge and spin (kcal per mole): 42.4
DFT total energy (a.u.): -672.00044
Gap between HOMO and LUMO (spin up / spin down) (eV): 7.279 / 7.270

***

Entry 2:
# C3H8Br

A structure of composition C3H8Br in a non-equilibrium geometry (wB97M-V/def2-TZVPD, the OMol25 dataset).

```
12
Properties=species:S:1:pos:R:3:forces:R:3:lowdin_spin:R:1
Br 0.4636 -2.4333 -1.4849 0.0 -2.2 -1.3 0.63
H 0.5646 -0.9290 -0.8476 0.3 1.2 -0.2 0.08
C 0.4767 -0.2117 0.0255 -1.3 0.9 2.2 0.22
C 0.5236 1.2555 -0.2782 0.3 -0.1 -0.3 0.03
C -0.9349 -0.4639 0.6100 0.4 -0.5 0.2 0.01
H 1.2731 -0.5209 0.7109 -0.1 0.0 -0.2 0.00
H 1.4799 1.6382 -0.5687 0.7 0.1 -0.2 0.00
H -0.2042 1.5542 -1.0227 -0.2 0.0 -0.1 0.00
H 0.2614 1.6862 0.6756 -0.1 0.7 0.2 0.01
H -1.1434 -1.5354 0.6647 0.0 0.1 0.4 0.00
H -1.0813 0.0362 1.5942 0.2 -0.4 -0.6 0.01
H -1.6790 -0.0763 -0.0789 -0.1 0.3 -0.1 0.00
```
Forces are in eV/Å.

Computed properties:
⟨S²⟩: 0.754
Maximum force (eV/Å): 2.71
ΔE to the lowest compared entry with this formula, charge and spin (kcal per mole): 13.3
DFT total energy (a.u.): -2693.04083
Gap between HOMO and LUMO (spin up / spin down) (eV): 10.549 / 8.173
Spin multiplicity: 2

***

Entry 3:
# C3H8Br2N

A structure of composition C3H8Br2N (wB97M-V/def2-TZVPD, the OMol25 dataset).

```
14
Properties=species:S:1:pos:R:3:forces:R:3:mulliken_charge:R:1
C -0.5047 1.6580 0.5789 -0.3 0.8 0.0 -0.87
C 0.1980 -0.3656 -0.6527 0.2 -0.1 -0.8 -0.88
C 0.2750 -4.3042 -1.0482 0.7 -0.7 -0.3 -0.40
N 0.0134 0.2678 0.6468 0.0 -0.2 0.4 -0.16
Br -0.1918 -2.7751 -0.2208 -0.3 0.3 0.4 0.26
Br 1.9979 -4.9790 -0.8545 -0.4 0.1 -0.1 0.02
H -1.5013 1.6508 0.1418 0.1 -0.1 0.0 0.36
H -0.5581 2.0936 1.5746 0.0 -0.1 0.1 0.36
H 0.1499 2.2663 -0.0416 0.1 -0.2 0.0 0.37
H 1.1918 -0.2729 -1.0615 0.1 0.1 0.2 0.40
H -0.5961 -0.1437 -1.3486 -0.2 0.1 0.1 0.42
H -0.2286 -4.5146 -1.9790 0.0 -0.1 0.0 0.40
H 0.9062 0.2576 1.1525 -0.3 -0.1 0.0 0.36
H -0.6513 -0.2997 1.1928 0.3 0.2 0.1 0.37
```
Forces are in eV/Å.

Computed properties:
Maximum force (eV/Å): 0.99
Charge: +1
ΔE to the lowest compared entry with this formula, charge and spin (kcal per mole): 99.0
DFT total energy (a.u.): -5321.47982
Gap between HOMO and LUMO (spin up / spin down) (eV): 8.571 / 7.169

***

Entry 4:
# C3H8Br4Si2

A cluster of 2 separate species, C3H8Br4Si2 in total in a non-equilibrium geometry (wB97M-V/def2-TZVPD, the OMol25 dataset).

```
17
Properties=species:S:1:pos:R:3:forces:R:3:mulliken_charge:R:1
C -1.8638 -1.6201 -1.1435 0.1 -0.7 1.0 -1.35
C -1.1215 -0.5833 -0.4037 2.7 -2.6 2.8 -0.57
C 0.1300 -0.2229 -1.1717 0.8 -0.5 1.5 -0.54
Si 0.8260 1.1797 -0.1594 -1.9 1.8 0.0 0.31
Si 1.8053 0.9617 2.0439 0.4 1.0 0.8 0.57
Br 2.3703 2.2497 -1.3591 -0.2 0.0 0.1 -0.27
Br 1.9036 -0.7825 3.4248 -0.1 -0.1 -0.6 -0.22
Br 0.5747 2.4052 3.3793 0.8 -0.5 -0.9 -0.24
Br 4.0047 1.6050 1.7865 -1.2 -0.3 0.3 -0.23
H -2.1866 -1.1815 -2.0586 -0.2 -0.4 -1.1 0.37
H -1.2248 -2.5168 -1.1494 -0.2 0.3 -1.0 0.32
H -2.6836 -1.9136 -0.5431 -1.4 -0.3 0.3 0.38
H -1.6442 0.1892 0.0543 -1.4 1.8 -0.2 0.54
H -0.7337 -1.0809 0.6053 -0.6 0.6 -1.7 0.21
H -0.1087 0.1592 -2.1339 -0.1 0.4 -1.0 0.38
H 0.7265 -1.1712 -1.2820 -0.2 1.2 0.1 0.36
H -0.7742 2.3230 0.1104 2.8 -1.8 -0.4 -0.01
```
Forces are in eV/Å.

Computed properties:
Maximum force (eV/Å): 4.64
ΔE to the lowest compared entry with this formula, charge and spin (kcal per mole): 0.0
DFT total energy (a.u.): -10994.26285
Gap between HOMO and LUMO (eV): 9.554

***

Entry 5:
# C3H8BrCuO3S

A structure of composition C3H8BrCuO3S in a non-equilibrium geometry (wB97M-V/def2-TZVPD, the OMol25 dataset).

```
17
Properties=species:S:1:pos:R:3:forces:R:3:lowdin_spin:R:1
Cu 13.7266 9.2745 12.6129 1.0 -3.0 -3.9 0.18
Br 13.2215 10.4357 14.1374 0.3 2.3 2.9 0.48
O 10.3529 12.1672 18.4406 0.4 0.3 -1.7 0.09
S 11.2426 12.6845 17.4290 0.8 -1.3 1.1 0.02
O 11.1345 14.0132 16.9099 0.0 -1.1 -0.2 0.02
O 12.6849 12.4130 18.1037 -1.2 0.6 -1.0 0.02
C 13.7878 13.0195 17.4718 3.4 0.9 -0.2 0.01
C 14.0724 14.5157 17.7744 -1.8 -0.8 0.8 0.00
C 11.3349 11.3177 16.0056 -2.6 0.2 1.6 0.13
H 13.9501 12.8527 16.4070 -1.3 -0.2 -0.6 0.00
H 14.6478 12.4424 17.8116 -0.1 -0.1 0.6 0.00
H 13.1450 15.0467 17.5599 0.3 0.4 -0.4 0.00
H 14.9281 14.9447 17.2528 -0.1 -0.3 0.0 0.00
H 14.1606 14.6180 18.8560 0.5 0.1 0.0 0.00
H 12.1110 11.3100 15.2402 0.3 1.6 0.5 0.04
H 10.3901 11.4019 15.4685 -0.1 0.3 0.0 0.00
H 11.2953 10.3201 16.4429 0.3 0.3 0.6 0.00
```
Forces are in eV/Å.

Computed properties:
⟨S²⟩: 0.758
Maximum force (eV/Å): 5.07
Charge: +1
ΔE to the lowest compared entry with this formula, charge and spin (kcal per mole): 80.9
DFT total energy (a.u.): -4957.05024
Gap between HOMO and LUMO (spin up / spin down) (eV): 8.465 / 4.851
Spin multiplicity: 2

***

Entry 6:
# C3H8BrNO

The molecule C3H8BrNO (wB97M-V/def2-TZVPD, the OMol25 dataset).

```
14
Properties=species:S:1:pos:R:3:forces:R:3:mulliken_charge:R:1
C 2.0056 0.8240 0.0195 0.1 -0.1 0.0 -0.66
O 0.9612 0.1072 0.6568 -0.2 0.2 0.0 -0.29
C 0.1719 -0.6572 -0.1562 0.1 0.1 -0.1 -0.03
Br 0.7947 -2.5528 -0.1584 0.0 -0.1 0.0 -0.24
C -1.2730 -0.6051 0.3131 0.1 0.0 0.1 -0.63
N -1.8386 0.6816 -0.0839 0.0 -0.1 0.0 -0.54
H 2.8867 0.1886 -0.1126 0.0 0.0 0.0 0.28
H 1.6799 1.2029 -0.9530 0.0 0.0 0.0 0.34
H 2.2526 1.6643 0.6651 0.0 -0.1 0.0 0.22
H 0.2633 -0.3632 -1.2036 -0.1 0.0 0.0 0.35
H -1.2608 -0.6817 1.4019 0.0 0.0 -0.1 0.36
H -1.8177 -1.4676 -0.0770 0.0 0.0 0.0 0.40
H -2.3761 0.5985 -0.9358 0.0 0.0 0.0 0.21
H -2.4498 1.0603 0.6243 0.0 0.0 0.0 0.22
```
Forces are in eV/Å.

Computed properties:
Maximum force (eV/Å): 0.33
ΔE to the lowest compared entry with this formula, charge and spin (kcal per mole): 3.4
DFT total energy (a.u.): -2823.09634
Gap between HOMO and LUMO (eV): 10.714